No. 1
Entry from the OMol25 dataset: C37H63BN10O2P2PbS3 as an isolated structure in a non-equilibrium geometry (ωB97M-V/def2-TZVPD).

**LUMO**: 4.10 eV
**Charge**: -2
**E**: -4240.7082 a.u.
**ΔE to the lowest compared entry with this formula, charge and spin**: 23.2 kcal per mole

Last column: Löwdin charge in e.
Geometry (Å):
H1 -1.985 -5.820 -0.646  -0.0016
N1 1.140 -3.000 -0.195  0.0719
S1 -0.446 2.412 2.123  0.6690
C1 3.289 2.294 3.188  -0.0842
H2 -3.539 -4.162 -2.596  0.0842
H3 3.706 -5.783 -1.909  0.0812
H4 -3.136 1.840 1.433  -0.0243
H5 1.587 3.188 -5.803  0.0851
C2 1.198 2.497 -2.318  -0.7367
H6 3.666 -2.896 0.355  0.0702
O1 -0.129 -2.517 5.159  -0.0918
C3 3.391 -0.174 3.322  -0.5306
H7 0.201 -6.656 -2.383  0.0818
H8 -4.404 5.904 2.045  0.0805
H9 -4.297 1.934 0.042  0.0335
N2 3.106 1.069 2.566  0.0007
N3 -1.160 5.008 1.516  -0.0057
H10 -5.890 -1.266 1.307  0.0289
H11 -1.766 7.344 2.716  0.0666
C4 3.116 -1.463 2.555  -0.1241
H12 2.696 -1.086 5.154  0.0878
H13 -6.147 0.249 0.423  0.0180
H14 -3.293 6.557 0.835  0.0687
H15 3.370 -2.292 3.224  0.0918
H16 -2.540 1.688 -0.108  -0.0106
C5 -3.459 -2.576 -1.110  -0.2626
B1 1.988 3.619 0.027  -0.6004
H17 -0.322 0.469 -4.012  0.0511
H18 4.094 2.083 -3.770  0.1019
C6 -4.903 -0.709 -1.816  -0.1179
H19 3.719 -1.540 1.654  0.0316
P1 -2.135 -3.430 0.280  0.8958
H20 -1.919 -5.696 1.109  0.0307
C7 -2.038 6.446 3.274  -0.0476
C8 1.047 -5.961 -2.461  -0.1015
C9 2.921 3.243 2.320  -0.1043
H21 2.062 -1.544 2.292  0.0338
H22 -0.666 -3.047 -2.127  0.0286
H23 1.072 6.105 -0.593  0.1141
O2 -0.748 -1.420 -1.779  -0.8726
H24 2.793 4.534 -0.021  0.1095
H25 1.898 -2.648 0.363  -0.0428
H26 1.842 1.707 -6.747  0.0758
H27 -5.950 -0.876 -3.694  0.0895
C10 1.466 -4.107 -0.779  -0.3614
C11 1.579 1.364 -4.634  -0.5489
C12 -2.806 4.102 3.214  -0.0944
C13 -0.255 -2.177 3.995  -0.6374
H28 2.026 -0.544 -5.538  0.0791
H29 -0.481 2.041 -4.854  0.0482
S2 -0.454 2.337 -2.117  0.6192
H30 -1.150 6.991 0.614  0.1000
C14 -5.277 -1.341 -2.984  -0.1041
H31 -0.174 -4.072 -3.466  0.0792
H32 4.398 -5.881 -0.316  0.0658
N4 0.687 4.308 0.535  0.0359
C15 -2.888 -3.500 1.993  -0.3485
P2 -3.734 -0.374 0.639  0.8307
C16 -5.513 -0.250 1.161  -0.2974
H33 3.353 0.080 -4.544  0.0689
C17 -3.874 -3.183 -2.297  -0.1202
N5 2.507 2.646 1.151  0.0219
Pb1 -0.668 -0.962 0.267  0.8652
C18 -2.396 -5.298 0.213  -0.2996
C19 3.449 -5.831 -0.848  -0.1142
C20 -4.749 -2.602 -3.199  -0.1137
H34 3.645 2.400 4.195  0.1043
H35 -3.795 -4.114 2.015  0.0219
H36 -1.204 6.183 3.927  0.0903
H37 -3.792 4.865 0.745  0.0878
C21 -0.310 3.911 1.386  -0.6710
C22 2.498 -0.187 4.568  -0.0268
C23 3.426 -3.919 0.662  -0.1003
H38 -2.132 -3.919 2.652  0.0234
H39 1.892 -0.577 -3.765  0.0964
C24 2.624 1.283 1.299  -0.6776
H40 -5.588 0.283 2.112  0.0268
H41 -3.089 3.228 2.636  0.0316
H42 -5.005 -3.154 -4.098  0.0901
H43 4.365 -4.417 0.891  0.0771
C25 -4.039 -1.312 -0.897  -0.4192
C26 3.288 2.333 -3.106  -0.0858
H44 3.159 2.374 -5.775  0.0641
H45 -3.468 -5.506 0.262  0.0240
C27 -2.367 5.272 2.338  -0.5479
H46 -5.284 0.284 -1.602  0.0880
H47 2.908 4.311 2.453  0.1159
H48 5.503 -0.143 2.832  0.0863
H49 1.446 -0.187 4.277  0.0809
C28 2.265 -0.005 -4.618  -0.0337
C29 0.085 1.111 -4.813  -0.1155
H50 -2.027 3.807 3.910  0.0549
C30 -0.443 -4.194 -2.407  -0.1414
C31 -3.533 5.673 1.428  -0.0357
H51 -2.908 6.681 3.890  0.0780
N6 2.054 3.011 -1.396  0.0258
H52 2.844 -3.875 1.589  0.0893
C32 4.871 -0.159 3.722  -0.0435
C33 0.428 5.589 0.096  -0.0793
H53 -1.243 -4.909 -2.299  0.0305
N7 2.733 -4.659 -0.383  -0.1341
H54 5.101 -1.055 4.302  0.0796
N8 -0.376 -1.853 2.861  -0.0290
C34 -0.680 6.029 0.702  -0.0917
C35 2.078 2.213 -5.810  -0.0510
H55 1.189 -5.759 -3.531  0.0848
H56 -0.030 0.592 -5.773  0.0772
H57 4.199 3.242 -1.347  0.1111
H58 2.677 0.682 5.205  0.0699
S3 2.218 0.133 0.128  0.6071
H59 1.907 -6.511 -2.135  0.0216
N9 1.955 2.067 -3.377  -0.0061
H60 2.935 -6.769 -0.620  0.0762
H61 5.119 0.711 4.333  0.0652
H62 -3.162 -2.508 2.345  -0.0157
C36 -3.431 1.420 0.474  -0.3212
C37 3.337 2.910 -1.898  -0.1025
H63 -3.679 4.437 3.786  0.0819
N10 0.751 -4.720 -1.773  -0.1301

---

No. 2
Entry from the OMol25 dataset: a 2-piece molecular cluster, C37H63N2O4 overall (ωB97M-V/def2-TZVPD).

**LUMO**: -3.35 eV
**Charge**: +1
**E**: -1857.7987 a.u.

Last column: Löwdin charge in e.
Geometry (Å):
H1 1.581 0.548 -1.827  0.1047
C1 2.736 -2.556 3.464  -0.1007
H2 -2.701 -3.926 0.560  0.0979
C2 0.232 -5.076 1.350  -0.1084
H3 5.115 7.417 -2.554  0.0772
C3 1.716 -2.467 -3.893  -0.2496
C4 -5.292 -5.135 0.943  -0.1109
H4 3.733 2.325 -5.516  0.0782
H5 2.795 1.811 0.635  0.0804
C5 1.080 -0.163 4.701  -0.5248
C6 -3.164 1.407 1.688  -0.2041
H6 3.430 0.248 0.141  0.0682
C7 -0.888 -2.784 0.439  -0.0073
H7 -5.134 -5.478 -0.080  0.0886
C8 4.925 5.438 -4.536  -0.2253
C9 5.303 6.401 -2.200  -0.1113
H8 -3.404 3.081 0.348  0.1089
C10 1.101 -0.111 2.170  -0.0925
H9 -0.112 -0.630 -0.836  0.1452
H10 2.241 -4.116 5.016  0.0558
C11 1.055 -3.980 1.120  -0.0032
H11 -1.601 0.829 3.040  0.0982
H12 3.462 1.626 -0.965  0.0723
H13 -6.031 -1.521 0.553  0.1081
C12 0.487 -2.793 0.663  -0.1193
C13 -3.851 2.711 1.274  -0.1799
H14 5.423 4.868 -5.324  0.1026
H15 2.743 -4.313 -4.398  0.0784
H16 -1.403 -1.918 0.045  0.1105
H17 -7.636 -1.461 1.299  0.1219
C14 4.249 2.387 -4.556  -0.1051
C15 -6.048 -0.868 2.615  -0.2168
H18 6.811 5.928 -3.652  0.1066
H19 0.665 -6.007 1.694  0.1138
H20 -5.691 1.164 3.211  0.1037
H21 0.752 -2.667 -4.363  0.1103
C16 -1.628 -3.931 0.714  -0.0993
H22 2.561 3.109 -3.444  0.0971
H23 0.883 1.688 -0.735  0.1052
O1 -0.170 -0.636 4.748  0.1360
H24 2.990 5.485 -3.581  0.1015
C17 3.551 4.828 -4.252  -0.2262
N1 -1.090 -5.062 1.167  0.0834
C18 -5.960 1.196 1.062  -0.2198
H25 0.628 -2.468 -2.038  0.1033
C19 -6.588 -1.718 1.469  -0.1734
C20 2.444 -3.388 4.266  0.1621
C21 1.408 -1.599 0.388  -0.3125
C22 -1.758 1.594 2.276  -0.1771
H26 -4.978 -1.066 2.747  0.1083
H27 4.777 6.443 -4.944  0.1122
H28 6.009 6.463 -1.371  0.0694
C23 3.589 3.424 -3.652  -0.2822
H29 -5.659 3.121 0.158  0.1040
C24 -0.660 1.500 1.201  -0.1399
H30 0.627 1.501 3.436  0.1310
H31 2.982 4.799 -5.186  0.1117
H32 3.573 -0.706 2.899  0.1444
C25 2.821 -3.244 -4.600  -0.0996
H33 -1.100 1.658 0.214  0.1244
H34 -5.891 3.176 1.879  0.1091
H35 2.119 -4.069 1.289  0.1149
C26 0.667 -0.358 -0.127  -0.1543
O2 2.583 -2.052 -0.198  -0.0754
H36 2.325 1.023 3.491  0.1501
H37 -0.251 -1.151 5.568  0.1490
H38 3.656 -2.653 -1.766  0.1390
H39 4.104 3.446 -2.686  0.0859
H40 -5.284 0.524 0.530  0.0928
H41 2.914 -1.095 -2.018  0.1094
C27 1.302 0.647 3.433  0.0286
C28 5.850 5.527 -3.324  -0.2696
H42 -3.625 3.466 2.032  0.1069
O3 1.923 -0.346 5.525  0.1500
H43 6.060 4.524 -2.938  0.0958
H44 -6.528 -1.197 3.542  0.1127
O4 -5.394 -3.724 0.941  -0.2138
H45 1.900 -1.394 -4.023  0.1030
C29 2.731 -2.095 -1.626  -0.1465
C30 -6.462 -3.218 1.730  -0.2303
H46 -1.695 2.562 2.779  0.1164
C31 -6.285 0.637 2.459  -0.2131
C32 3.059 -1.556 2.448  -0.0837
H47 1.687 -3.861 -2.262  0.1252
H48 -6.202 -5.603 1.325  0.0856
C33 1.483 0.781 -0.767  -0.1589
C34 -5.387 2.619 1.087  -0.1874
H49 3.722 -1.983 1.698  0.1394
H50 -6.883 1.213 0.480  0.1141
H51 -0.772 -0.599 1.509  0.1538
H52 3.811 -2.913 -4.281  0.0722
H53 -7.388 -3.743 1.476  0.1204
C35 2.873 1.114 -0.205  -0.0505
H54 0.087 2.289 1.322  0.1227
H55 -4.448 -5.458 1.558  0.0801
H56 -6.242 -3.399 2.790  0.1235
H57 4.229 1.394 -4.101  0.0568
N2 1.868 -1.054 1.754  0.1132
H58 4.364 6.009 -1.802  0.0613
H59 2.768 -3.094 -5.677  0.0758
H60 -3.779 0.869 2.405  0.0881
H61 5.294 2.631 -4.753  0.0691
C36 1.612 -2.779 -2.393  -0.1673
H62 -3.071 0.757 0.811  0.1135
C37 -0.006 0.119 1.186  -0.1798
H63 -7.331 0.856 2.689  0.1157

---

No. 3
Entry from the OMol25 dataset: C37H65IN6OP2SiW as an isolated structure in a non-equilibrium geometry (ωB97M-V/def2-TZVPD).

**LUMO (alpha / beta)**: -5.97 / -5.74 eV
**Charge**: +2
**Spin multiplicity**: 3
**E**: -3189.2160 a.u.
**ΔE to the lowest compared entry with this formula, charge and spin**: 0.0 kcal per mole

Last column: Mulliken spin population.
Geometry (Å):
W1 0.184 0.107 -0.398  1.5237
H1 -4.849 0.725 -5.112  0.0000
H2 1.301 4.939 1.590  0.0003
H3 4.520 0.797 -2.039  -0.0005
H4 0.340 3.767 0.677  0.0041
H5 -1.432 -6.078 0.996  0.0004
H6 -4.194 1.210 2.856  0.0000
N1 -4.788 1.599 -4.618  0.0078
H7 -0.484 -5.121 3.075  -0.0001
C1 -0.094 -3.237 -0.247  0.0148
H8 -2.290 -1.480 4.739  -0.0006
H9 -2.123 2.619 -0.660  0.0042
C2 2.049 -2.534 -2.028  -0.0347
C3 1.352 4.041 0.975  0.0120
H10 -3.053 -0.895 -0.284  -0.0032
P1 0.261 -2.155 -1.645  0.1548
C4 -3.074 2.364 -0.182  0.0214
H11 3.020 3.152 2.008  0.0041
C5 3.083 -2.312 1.912  0.0159
C6 1.231 2.654 3.077  -0.0299
H12 2.051 -4.610 -2.746  -0.0004
H13 2.773 2.379 -1.337  0.0148
H14 2.162 -4.444 -0.988  -0.0004
N2 -1.361 0.185 -1.786  -0.0852
H15 -1.184 -4.868 -1.127  -0.0006
H16 4.445 -0.026 -0.478  0.0044
H17 3.053 -0.066 -1.577  -0.0092
C7 -0.912 -5.130 0.976  0.0126
C8 3.867 0.554 -1.199  0.0443
C9 3.964 0.256 2.439  -0.0082
H18 0.517 -0.928 2.874  0.0068
H19 4.806 -2.955 2.988  -0.0002
H20 -2.560 -1.896 -2.113  0.0039
H21 5.034 2.208 0.717  0.0003
H22 0.110 4.570 -1.567  0.0014
C10 0.438 -2.677 0.923  0.0299
H23 -2.208 -2.016 0.792  -0.0029
H24 1.766 1.960 3.723  -0.0016
H25 2.093 -0.862 -3.442  -0.0004
C11 4.664 -0.816 2.955  0.0157
I1 2.689 2.451 -4.273  0.0011
C12 -0.007 -0.488 3.713  0.0083
N3 1.073 -1.408 0.803  0.0568
C13 -2.346 3.200 2.018  -0.0116
C14 -1.445 -0.055 3.365  -0.0207
O1 0.221 2.146 -1.272  -0.0799
H26 3.546 -4.056 -2.005  -0.0001
H27 -2.506 -3.647 -2.255  0.0010
H28 5.155 2.873 -0.907  0.0004
H29 0.025 2.386 -4.475  0.0004
H30 -3.652 -1.189 1.336  0.0050
H31 3.541 -1.868 -3.451  -0.0008
H32 -4.455 3.660 -3.201  -0.0003
N4 0.197 4.043 -2.424  0.0061
C15 -4.246 1.581 1.833  -0.0005
H33 -2.846 1.379 4.272  0.0002
C16 -2.186 0.540 -2.531  0.1214
H34 -4.891 2.465 1.837  -0.0004
H35 -3.429 -0.985 3.494  0.0002
H36 -0.610 -1.844 -3.829  0.0044
H37 -3.564 1.561 -0.735  0.0026
H38 -0.030 -1.220 4.525  0.0002
H39 0.583 0.355 4.068  -0.0028
H40 0.450 4.550 -3.258  0.0001
N5 -3.086 0.729 -3.402  0.0120
C17 2.458 -4.003 -1.940  -0.0001
C18 -2.255 -2.715 -2.758  0.0093
C19 0.290 -3.377 2.119  0.0120
C20 -0.762 -2.660 -3.112  0.0054
H41 -1.165 1.945 4.236  0.0015
H42 -3.732 3.241 -0.216  0.0007
C21 -0.380 -4.591 2.137  -0.0002
C22 2.302 -1.236 1.459  0.0167
H43 -2.948 4.071 1.735  0.0001
H44 -1.091 -4.258 -4.499  -0.0005
H45 2.781 -3.324 1.688  0.0025
C23 0.345 2.719 -2.370  -0.0147
H46 2.576 -2.029 -1.215  -0.0077
H47 -3.273 2.975 -2.165  -0.0019
H48 -2.843 -2.663 -3.675  0.0003
C24 2.818 0.058 1.670  -0.0261
C25 3.321 1.831 -0.565  -0.0596
H49 -2.429 3.098 3.095  0.0001
H50 -1.656 0.692 5.363  -0.0007
C26 1.986 2.899 1.776  0.0106
H51 0.563 0.945 -3.559  -0.0098
C27 -1.805 1.070 4.347  -0.0063
C28 4.236 -2.102 2.644  -0.0089
C29 -0.329 -3.973 -3.772  -0.0007
H52 4.303 1.267 2.632  0.0019
H53 1.938 4.274 0.082  0.0009
C30 0.635 2.019 -3.654  0.0253
H54 1.112 3.594 3.618  0.0004
H55 0.239 2.248 2.872  0.0158
C31 -2.863 1.956 1.280  -0.0115
H56 2.065 -2.450 -4.206  0.0001
H57 -4.727 0.818 1.220  -0.0003
C32 4.471 2.706 -0.073  0.0014
P2 2.040 1.370 0.729  0.1398
H58 -5.429 2.335 -4.863  -0.0002
C33 -3.879 1.751 -3.663  0.0063
H59 0.691 -2.975 3.039  -0.0007
C34 2.455 -1.891 -3.357  -0.0069
C35 -2.383 -1.234 3.678  -0.0060
H60 4.146 3.684 0.279  0.0000
Si1 -1.679 0.380 1.434  -0.0209
H61 -1.305 3.421 1.772  0.0033
H62 0.610 -3.881 -4.312  0.0002
C36 -0.769 -4.448 -0.223  -0.0033
H63 -2.126 -2.127 3.106  0.0030
H64 -0.236 -4.783 -3.052  -0.0001
N6 -3.773 2.937 -3.040  0.0053
H65 5.539 -0.656 3.569  0.0002
C37 -2.743 -1.067 0.746  0.1011